## one
Computed, not measured: a cluster of 2 separate species, C4H11N2O2 in total, with ωB97M-V/def2-TZVPD.

The total charge is -1. Its LUMO energy is 4.1589 eV.

CARTESIAN COORDINATES (ANGSTROEM)
H 0.50391 -1.13969 -0.90639
O 0.61630 -1.00014 1.71983
C 0.15317 0.00408 2.31461
O -0.75091 0.78564 1.94489
H 0.22169 0.82018 4.21716
H 1.22578 1.22670 -0.04481
H -0.82931 -0.43961 -0.02581
H -1.66778 -2.28109 -1.54047
H -0.80998 1.37310 -1.39870
C -0.42754 -0.58812 -1.02134
N 0.78326 0.30493 3.56175
H -2.33822 -0.73410 -2.03514
C -1.40362 -1.29976 -1.95228
H 1.31621 2.28404 -1.44541
N -0.08778 0.70887 -1.65755
H -0.95785 -1.42950 -2.93765
C 1.16866 1.24562 -1.14469
H 1.98369 0.64189 -1.55186
H 1.30033 -0.48304 3.90386



## two
Computed, not measured: the ion C4H11N2O2 with charge -1, with ωB97M-V/def2-TZVPD.

The total charge is -1. Its LUMO energy is 3.7092 eV. As for the SMILES: [O-]CNCCNCO.

CARTESIAN COORDINATES (ANGSTROEM)
H -0.11000 3.09454 0.25670
C -0.74023 -0.09603 0.62308
H -0.55521 1.66299 2.42077
C -0.98321 -0.63841 -0.79190
N 0.28093 -0.76327 -1.50848
H 1.16766 2.01933 2.25068
H 0.13008 -0.63586 -2.49831
C 0.96976 -2.08587 -1.25759
C 0.22975 1.89513 1.70004
H -0.56603 -0.92605 1.31897
N 0.24401 0.97699 0.63171
H -1.57551 0.10825 -1.32573
H 1.57442 -2.25377 -2.18407
H -1.67056 0.33672 0.99056
H -1.37642 -1.63535 -0.69112
H 1.12152 0.63077 0.27201
O 0.16186 -3.08391 -0.93990
H 1.75006 -1.85083 -0.47476
O -0.05288 3.24463 1.20734



Name the most stable of them. one.



## one
Computed, not measured: an isolated molecule of C2H4N2O3, with ωB97M-V/def2-TZVPD.

Its LUMO energy is 0.6071 eV. As for the SMILES: N/C(=N\O)C(=O)O.

CARTESIAN COORDINATES (ANGSTROEM)
N -0.90737 -0.06040 -1.05142
N 0.98962 0.76330 0.13039
O -0.81068 -0.66394 1.94382
H -0.69501 0.29868 2.06581
O 1.07084 1.62896 -0.98239
C 0.01220 -0.08516 -0.03306
O 0.45682 -2.37356 0.84952
H -1.37130 -0.93638 -1.26218
H 1.91806 2.08439 -0.82777
H -0.67313 0.61044 -1.77517
C 0.00994 -1.26632 0.94245



## two
Computed, not measured: an isolated molecule of C2H4N2O3, with ωB97M-V/def2-TZVPD.

Its LUMO energy is 0.4815 eV. As for the SMILES: O=CNC(=O)NO.

CARTESIAN COORDINATES (ANGSTROEM)
C -1.62452 -0.77614 0.05708
H -0.66172 1.98432 -0.17040
H -2.56954 -1.36098 0.44856
H -0.13688 -2.31464 0.37010
O 2.01119 -0.99435 -0.17644
C 0.88081 -0.41625 0.08198
N -0.32430 -1.27252 0.21650
N 0.88136 0.96080 -0.17070
O 0.18793 1.89085 0.34789
H 1.84334 1.04353 -0.28543
O -1.93816 0.35151 -0.36118



## three
Computed, not measured: an isolated molecule of C2H4N2O3, with ωB97M-V/def2-TZVPD.

Its LUMO energy (alpha / beta) is -2.6099 / -0.9325 eV.

CARTESIAN COORDINATES (ANGSTROEM)
C 0.00149 0.85668 0.34930
H 0.85695 2.78952 0.72619
N 1.15206 1.80311 0.34832
H -0.00572 -1.89713 -1.45770
H -1.91234 -0.76234 0.14100
O 2.25580 1.57460 -0.21746
N 0.51100 -0.27827 -0.20847
O -1.06804 1.02522 0.91751
C -0.26095 -1.41412 -0.52197
H 0.10689 -2.25777 0.39126
O -1.63716 -1.43951 -0.46798



Name the most stable of them. one.



## one
Computed, not measured: an isolated molecule of C2H4N2O3, with ωB97M-V/def2-TZVPD.

Its LUMO energy is 0.3146 eV. As for the SMILES: O=C1NOCON1.

CARTESIAN COORDINATES (ANGSTROEM)
C -0.13904 -1.50618 -0.86597
O 0.25022 -0.32819 -1.50041
O 0.58616 1.69128 1.54786
H -0.74641 -2.28724 -1.43701
N -0.67029 -0.05768 0.89472
O -1.14759 -1.22901 0.13682
C 0.24758 0.87111 0.60570
N 1.04995 0.71578 -0.65056
H 0.74835 -1.83229 -0.34483
H 0.74579 1.77706 -1.20865
H -1.56684 0.47349 1.36882



## two
Computed, not measured: an isolated molecule of C2H4N2O3, with ωB97M-V/def2-TZVPD.

Its LUMO energy is 0.7109 eV. As for the SMILES: O=c1[nH]on1CO.

CARTESIAN COORDINATES (ANGSTROEM)
C 1.28017 0.50149 0.09926
N 1.65016 -0.61161 -0.55496
H 2.62609 -0.95099 -0.55134
H -1.71806 1.58829 -0.70897
C -1.34908 -0.14494 0.36034
H -1.52992 -1.18702 0.18193
H -1.76559 0.12571 1.23739
O -1.56083 0.57052 -0.83304
N 0.08081 -0.19274 0.60435
O 1.61630 1.65355 0.19530
O 0.66993 -1.35225 -0.03026



Name the most stable of them. two.



## one
Computed, not measured: a cluster of 2 separate species, C2H4N2O3 in total, with ωB97M-V/def2-TZVPD.

Its LUMO energy is 0.4223 eV. As for the SMILES: O=C=NO.C1NO1.

CARTESIAN COORDINATES (ANGSTROEM)
N 0.92896 0.15202 0.09157
H 2.57764 1.26616 -0.78362
H 0.33788 0.95698 -0.11649
H 2.86898 -0.51861 -0.45632
O -3.26317 1.35161 -0.32030
H -1.05788 -2.05917 0.63401
N -2.16442 -0.59184 0.34856
C -2.72751 0.33640 -0.15123
C 2.28277 0.36995 -0.24175
O -1.67358 -1.79636 -0.07157
O 1.89034 0.53285 1.06714



## two
Computed, not measured: a cluster of 2 separate species, C2H4N2O3 in total, with ωB97M-V/def2-TZVPD.

Its LUMO energy is 0.3096 eV. As for the SMILES: C=[N+]([O-])O.N#CO.

CARTESIAN COORDINATES (ANGSTROEM)
C 2.80457 -0.01837 -0.01879
H -2.65883 1.36339 -0.53845
N -1.24262 0.14812 -0.07513
H 0.04299 -1.34063 0.42209
O -0.45724 1.09611 -0.20003
H 1.26300 1.10002 0.14835
C -0.97863 -1.05879 0.23991
O 2.21024 1.01357 0.41883
H -1.76770 -1.78168 0.29663
N 3.36245 -0.94683 -0.39138
O -2.57824 0.42508 -0.30203



Name the most stable of them. two.